(1)
Computed, not measured: a molecular structure, C16H48FO8S8Tl in a non-equilibrium geometry, with ωB97M-V/def2-TZVPD.

Cartesian coordinates (Å):
Tl 2.349 22.224 -31.063
F 1.587 24.297 -29.101
C 0.467 18.471 -28.054
S 0.255 18.620 -29.862
O 1.331 19.587 -30.414
C 0.665 16.883 -30.374
H 0.102 17.526 -27.653
H 0.064 19.284 -27.449
H 1.470 18.439 -27.629
H 1.165 16.379 -29.547
H 1.254 16.763 -31.283
H -0.247 16.310 -30.544
C 4.901 18.185 -33.666
S 3.346 18.455 -32.717
O 3.228 19.976 -32.628
C 2.139 17.914 -34.050
H 5.703 18.238 -32.930
H 4.854 18.875 -34.508
H 4.888 17.195 -34.121
H 1.982 18.605 -34.878
H 1.185 17.823 -33.530
H 2.456 16.929 -34.392
C -2.617 21.610 -30.126
S -1.419 21.711 -28.758
O -0.027 21.718 -29.414
C -1.677 23.440 -28.110
H -2.435 22.216 -31.014
H -3.622 21.813 -29.758
H -2.658 20.619 -30.579
H -1.324 24.258 -28.739
H -0.966 23.509 -27.287
H -2.684 23.736 -27.818
C 7.579 21.644 -31.362
S 6.438 21.929 -32.701
O 5.117 21.579 -31.977
C 6.472 23.736 -32.559
H 7.876 20.599 -31.461
H 7.048 22.010 -30.483
H 8.478 22.260 -31.387
H 6.424 24.030 -31.510
H 5.678 24.278 -33.072
H 7.436 24.172 -32.823
C 2.985 24.181 -36.091
S 3.866 22.885 -35.065
O 2.959 22.691 -33.843
C 3.674 21.312 -36.067
H 2.069 23.723 -36.464
H 3.419 24.710 -36.939
H 2.768 24.841 -35.251
H 3.958 21.496 -37.103
H 2.617 21.058 -36.145
H 4.106 20.356 -35.773
C -0.745 22.101 -35.225
S -0.361 20.746 -34.092
O 0.361 21.408 -32.919
C -2.032 20.380 -33.441
H -1.491 22.830 -34.910
H -0.916 21.667 -36.210
H 0.220 22.591 -35.359
H -2.049 19.609 -32.670
H -2.752 20.041 -34.185
H -2.458 21.258 -32.954
C 5.582 20.161 -27.532
S 4.358 19.337 -28.630
O 3.629 20.375 -29.465
C 5.628 18.773 -29.826
H 6.249 19.474 -27.011
H 4.996 20.798 -26.870
H 6.216 20.838 -28.105
H 6.339 18.182 -29.248
H 6.108 19.613 -30.327
H 5.291 18.103 -30.617
C 6.689 24.681 -28.660
S 4.908 24.179 -28.581
O 4.614 22.907 -29.392
C 4.950 23.790 -26.748
H 7.261 23.782 -28.434
H 6.735 25.453 -27.892
H 6.902 25.215 -29.587
H 4.016 23.393 -26.351
H 5.273 24.652 -26.165
H 5.749 23.059 -26.626

Values from the calculation:
Total charge ... +1
LUMO (alpha / beta) ... -1.521 / -4.990 eV
2S+1 ... 2
F_max ... 0.0669 hartree/bohr
E_tot ... -127826.6719 eV
Gap between HOMO and LUMO (alpha / beta) ... 8.7 / 5.2 eV

These are the Mulliken partial charges, in e, on atoms 1 to 5:
1 Tl 1.29
2 F -0.30
3 C -1.08
4 S 0.57
5 O -0.27

(2)
Computed, not measured: a molecular structure, C32H42BrMoN9O3S2, with ωB97M-V/def2-TZVPD.

Cartesian coordinates (Å):
Mo -0.908 0.042 0.479
N -1.950 1.314 -1.282
C -3.373 1.357 -1.671
C -3.978 -0.043 -1.659
N -3.405 -0.831 -0.565
C -4.298 -1.417 0.439
C -3.538 -1.500 1.768
N -2.079 -1.550 1.505
H -1.622 2.271 -1.182
H -1.379 0.977 -2.065
H -3.479 1.799 -2.664
H -3.895 2.022 -0.986
H -3.762 -0.540 -2.607
H -5.065 0.021 -1.586
H -2.930 -1.619 -0.984
H -4.623 -2.412 0.131
H -5.202 -0.816 0.557
H -3.822 -2.394 2.324
H -3.734 -0.647 2.416
H -1.909 -2.398 0.964
H -1.597 -1.754 2.375
Br 6.157 1.059 3.647
C 4.362 1.134 3.096
C 4.046 0.964 1.759
C 2.725 1.009 1.347
C 1.719 1.248 2.268
C 2.044 1.409 3.614
C 3.360 1.350 4.032
N 0.331 1.383 1.875
C -0.255 2.379 2.413
C -1.681 2.521 2.244
C -2.377 3.565 2.821
C -3.755 3.617 2.673
C -4.365 2.613 1.947
C -3.591 1.608 1.389
N -2.262 1.537 1.524
H 4.833 0.780 1.039
H 2.486 0.883 0.307
H 1.266 1.551 4.353
H 3.605 1.463 5.079
H 0.286 3.111 3.002
H -1.839 4.318 3.381
H -4.331 4.418 3.115
H -5.436 2.591 1.799
H -4.053 0.838 0.805
C 2.200 -1.470 -0.583
C 1.726 -1.610 0.828
C 2.422 -2.244 1.810
C 1.688 -2.122 3.014
C 0.562 -1.406 2.744
C -0.378 -0.886 3.805
N 0.529 -1.108 1.363
H 3.290 -1.420 -0.571
H 1.842 -0.564 -1.076
H 1.931 -2.328 -1.202
H 3.374 -2.733 1.679
H 1.980 -2.477 3.991
H 0.193 -0.412 4.604
H -0.948 -1.691 4.281
H -1.094 -0.139 3.456
O -0.110 -0.015 -2.920
C -0.251 -1.149 -2.475
N -0.635 -1.430 -1.184
S -0.841 -3.104 -1.014
O -0.042 -3.638 0.041
O -2.265 -3.351 -0.907
C -0.271 -3.526 -2.605
C -0.117 -4.784 -3.150
C 0.321 -4.833 -4.468
C 0.577 -3.667 -5.188
C 0.409 -2.414 -4.613
C -0.018 -2.363 -3.298
H -0.322 -5.684 -2.586
H 0.464 -5.793 -4.945
H 0.912 -3.744 -6.214
H 0.601 -1.506 -5.167
C 4.548 3.279 -1.656
N 3.124 3.309 -1.328
C 2.168 2.451 -1.675
S 0.696 2.506 -0.763
N 2.306 1.578 -2.663
C 3.235 1.628 -3.792
H 5.096 3.619 -0.780
H 4.792 3.928 -2.495
H 4.864 2.263 -1.875
H 2.842 3.946 -0.600
H 1.512 0.958 -2.768
H 3.543 2.650 -3.993
H 2.705 1.261 -4.667
H 4.113 1.004 -3.631

Values from the calculation:
Total charge ... +2
LUMO (alpha / beta) ... -6.554 / -7.074 eV
2S+1 ... 3
F_max ... 0.0103 hartree/bohr
E_tot ... -146975.3304 eV
Energy relative to the best compared isomer or geometry (same formula, charge and spin) ... 15.1 kcal/mol
Gap between HOMO and LUMO (alpha / beta) ... 5.8 / 5.2 eV

These are the Mulliken partial charges, in e, on atoms 1 to 5:
1 Mo -0.57
2 N -0.03
3 C -0.97
4 C -0.79
5 N 0.33

(3)
Computed, not measured: C3H7NO2 in the gas phase in a non-equilibrium geometry, with ωB97M-V/def2-TZVPD.

Cartesian coordinates (Å):
O 0.501 -1.377 -1.640
C 0.400 -1.075 -0.483
O 0.550 -2.010 0.503
C 0.261 0.322 0.037
C -0.639 1.272 -0.757
N -0.077 0.476 1.467
H 0.867 -2.784 0.038
H 1.282 0.722 -0.051
H -0.272 1.446 -1.761
H -1.658 0.880 -0.813
H -0.693 2.164 -0.141
H 0.488 -0.162 1.995
H -1.009 0.126 1.606

Values from the calculation:
SMILES ... C[C@@H](N)C(=O)O
LUMO ... 0.672 eV
F_max ... 0.0293 hartree/bohr
E_tot ... -8809.9408 eV
Energy relative to the best compared isomer or geometry (same formula, charge and spin) ... 13.6 kcal/mol
Gap between HOMO and LUMO ... 10.4 eV

These are the Mulliken partial charges, in e, on atoms 1 to 5:
1 O -0.56
2 C 0.39
3 O -0.46
4 C 0.52
5 C -1.30

(4)
Computed, not measured: a gas-phase ion, C7H10N5O (charge +1) in a non-equilibrium geometry, with ωB97M-V/def2-TZVPD.

Cartesian coordinates (Å):
C -3.061 0.445 -1.248
C -2.178 -0.262 0.473
C 1.722 -0.998 -0.401
C 0.929 0.884 0.317
C 2.617 -2.005 -1.004
C 0.521 2.274 0.678
C -1.108 -0.360 1.558
N -2.000 0.617 -0.513
N -3.148 -1.067 0.299
N 0.693 -1.269 0.271
N 0.181 -0.144 0.757
N 1.907 0.431 -0.434
O -3.832 -0.546 -0.832
H -3.375 1.127 -2.096
H 1.943 -2.482 -1.669
H 3.223 -2.610 -0.389
H 3.368 -1.649 -1.683
H 0.461 2.150 1.795
H -0.535 2.538 0.165
H 1.159 3.081 0.413
H -1.220 0.340 2.375
H -0.993 -1.348 1.904
H 2.727 0.853 -0.736

Values from the calculation:
Total charge ... +1
SMILES ... Cc1nn(Cc2ncon2)c(C)[nH+]1
LUMO ... -2.883 eV
F_max ... 0.0838 hartree/bohr
E_tot ... -16910.6603 eV
Energy relative to the best compared isomer or geometry (same formula, charge and spin) ... 63.0 kcal/mol
Gap between HOMO and LUMO ... 11.5 eV

These are the Mulliken partial charges, in e, on atoms 1 to 5:
1 C 0.06
2 C 0.56
3 C 0.48
4 C 0.68
5 C -1.21

(5)
Computed, not measured: C4H7NO2 in the gas phase, with ωB97M-V/def2-TZVPD.

Cartesian coordinates (Å):
O 2.376 -0.233 -0.555
C 1.368 0.770 -0.445
C -0.016 0.239 -0.294
C -1.432 -0.784 1.392
N -0.459 -0.012 0.989
C -0.894 -0.037 -1.372
O -1.988 -0.611 -1.296
H 2.183 -0.917 0.098
H 1.617 1.466 0.381
H 1.438 1.342 -1.373
H -1.910 -1.430 0.675
H -1.732 -0.734 2.429
H -0.015 0.560 1.706
H -0.537 0.381 -2.337

Values from the calculation:
LUMO (alpha / beta) ... 0.148 / 0.146 eV
F_max ... 0.0098 hartree/bohr
E_tot ... -9844.4220 eV
Energy relative to the best compared isomer or geometry (same formula, charge and spin) ... 65.9 kcal/mol
Gap between HOMO and LUMO (alpha / beta) ... 8.1 / 8.1 eV

These are the Mulliken partial charges, in e, on atoms 1 to 5:
1 O -0.50
2 C -0.67
3 C 0.20
4 C -0.39
5 N -0.07

(6)
Computed, not measured: 2 unconnected molecules or ions with the total composition C6H15NO in a non-equilibrium geometry, with ωB97M-V/def2-TZVPD.

Cartesian coordinates (Å):
C -1.298 -1.001 1.959
C -2.066 -1.045 0.646
C -0.532 0.331 1.934
O 0.487 0.480 1.283
N -1.175 1.413 2.457
H -1.991 -0.986 2.798
H -0.567 -1.791 2.095
H -1.419 -1.063 -0.230
H -2.666 -0.138 0.529
H -0.759 2.316 2.323
H -1.887 1.368 3.146
H -2.772 -1.868 0.535
C 1.913 0.582 -1.791
C 0.481 0.825 -2.273
C 2.237 -0.839 -1.302
H 2.025 1.181 -0.885
H 2.685 0.892 -2.492
H -0.267 0.160 -1.848
H 0.258 1.859 -1.982
H 3.325 -0.926 -1.254
H 0.268 0.855 -3.345
H 1.866 -1.591 -2.002
H 1.852 -1.012 -0.301

Values from the calculation:
SMILES ... CCC(N)=O.CCC
LUMO ... 0.854 eV
F_max ... 0.0220 hartree/bohr
E_tot ... -10003.1797 eV
Energy relative to the best compared isomer or geometry (same formula, charge and spin) ... 13.3 kcal/mol
Gap between HOMO and LUMO ... 10.7 eV

These are the Mulliken partial charges, in e, on atoms 1 to 5:
1 C -0.34
2 C -0.94
3 C 0.47
4 O -0.56
5 N -0.39